No. 1
Below is a structure of composition C61H48BaBr4Cl2FGeO4P3 in a non-equilibrium geometry, with properties calculated with ωB97M-V/def2-TZVPD.

Computed properties:
energy above the lowest of the compared OMol25 structures with the same formula, charge and spin: 339.2 kcal/mol
E_tot: -465220.4057 eV
total charge: 0
Kohn-Sham gap (spin up / spin down): 2.7 / 2.7 eV
lowest unoccupied orbital energy (spin up / spin down): -2.38 / -2.36 eV

```
125
Properties=species:S:1:pos:R:3:forces:R:3:mulliken_charge:R:1
Ba 1.2380 1.3735 2.9772 -1.54 -0.81 2.03 1.4057
F -0.2306 1.2302 -5.0643 0.25 0.44 0.09 -0.4477
Ge 0.6699 1.8259 -3.6257 -0.71 -1.00 -0.10 0.4776
C 2.4622 -4.4605 -1.5693 0.28 -0.43 -0.14 -0.3707
C 3.7388 -3.9804 -1.6967 -0.58 -0.50 1.32 -0.6255
C 4.5597 -4.2037 -0.5415 -0.21 1.62 -2.17 -0.4883
C 3.9658 -4.7594 0.5549 1.56 -0.20 2.03 -0.4988
C 2.7431 -5.4351 0.5606 1.26 -0.02 -0.41 -0.2971
C 1.9446 -5.2736 -0.5839 -0.17 -0.11 0.62 0.8563
P 0.1641 -5.6716 -0.5595 -0.46 1.81 -1.10 -0.2500
C -0.0790 -7.0649 -1.6272 0.41 -1.87 -0.99 0.6543
C 0.7124 -7.2434 -2.7950 -0.66 -1.24 -0.13 -0.6169
C 0.5979 -8.4148 -3.5989 -0.19 0.53 0.89 -0.4223
C -0.1921 -9.4924 -3.1386 0.78 0.63 -1.35 -0.5598
C -1.0023 -9.2718 -2.0524 -1.41 0.11 0.61 -0.3055
C -1.0363 -8.0683 -1.3539 0.62 -0.01 0.07 -0.5938
C -0.0615 -6.1717 1.1107 2.07 -1.31 1.02 0.6004
C -0.2205 -7.4957 1.5747 -0.14 0.72 -0.46 -0.1068
C -0.4842 -7.6574 2.9034 -0.40 -0.76 0.89 -0.7072
C -0.4400 -6.5811 3.7944 -0.47 -2.10 1.18 -0.3621
C -0.0118 -5.3600 3.3824 0.32 0.94 -0.02 -0.7195
C 0.3086 -5.1982 2.0487 -1.74 1.02 -0.76 -0.7663
C -3.2805 0.2125 -3.3233 1.04 0.38 -0.73 0.1714
C -3.3833 -0.3871 -4.5233 1.27 -1.38 -2.47 -0.5008
C -4.4155 -1.3059 -4.7747 0.16 0.57 0.07 -0.4177
C -5.4946 -1.2836 -3.8854 -0.19 0.46 0.16 -0.5252
C -5.4666 -0.3076 -2.9006 0.81 -0.22 1.57 -0.1347
C -4.2462 0.3298 -2.4300 -2.20 -0.51 0.17 0.0767
P -3.8015 1.2600 -0.9155 1.04 -1.63 -0.37 -0.0077
C -4.4205 0.1353 0.3947 -0.93 -1.10 -0.59 0.6381
C -5.1350 0.7233 1.4416 0.20 0.87 0.48 -0.4514
C -6.1649 0.0280 2.0522 0.31 -1.42 -0.45 -0.6670
C -6.4172 -1.3192 1.6576 -0.73 0.08 0.25 -0.3265
C -5.7534 -1.9502 0.6010 1.89 1.63 0.65 -0.8659
C -4.6415 -1.2211 0.0632 -1.10 -0.61 -0.36 -0.3870
C -5.0545 2.5074 -0.9316 0.42 0.07 -0.66 0.3848
C -4.3628 3.6819 -1.2233 0.16 1.17 0.09 -0.5026
C -4.7878 4.8890 -0.7034 -0.62 0.38 -0.34 -0.6391
C -6.0668 4.8833 -0.1343 -0.71 0.47 0.82 -0.5044
C -6.8965 3.7490 -0.2099 -0.67 0.08 0.25 -0.5851
C -6.3802 2.5000 -0.5571 -0.43 0.59 0.39 -0.0216
C 1.0775 3.6556 -4.2076 1.96 -0.95 2.34 -0.4020
C 0.4575 4.3991 -5.1341 -0.14 2.36 -0.32 0.0281
C 0.7084 5.8070 -5.1403 -0.33 -1.79 0.33 -0.5403
C 1.6244 6.3883 -4.2960 1.32 -0.07 0.04 -0.9246
C 2.4952 5.5487 -3.5322 -0.94 0.94 -0.72 0.0235
C 2.1096 4.2488 -3.3884 -0.39 -0.84 -0.93 -0.1456
P 2.8108 3.3662 -1.9674 -1.30 -3.89 -0.71 0.2109
C 2.3409 4.5200 -0.7152 0.75 1.01 0.06 1.4072
C 1.0975 5.1771 -0.8211 0.14 0.33 -0.10 -1.0074
C 1.0152 6.5512 -0.5869 0.45 -0.78 0.90 -0.8319
C 2.1353 7.1929 -0.0137 -1.18 0.63 0.11 -0.6780
C 3.2526 6.4568 0.2819 1.45 0.35 0.84 -0.6378
C 3.3986 5.1259 -0.0820 0.00 0.93 0.53 -0.2951
C 4.6048 3.3553 -2.1839 -1.59 -0.47 -0.01 0.1412
C 5.4202 2.9990 -1.1468 1.23 0.03 1.77 -0.6096
C 6.7259 3.5297 -1.0612 -0.78 -0.69 -0.95 -0.2468
C 7.1662 4.2589 -2.1365 -0.06 0.97 -1.46 -0.5716
C 6.3512 4.4596 -3.2800 0.17 0.03 0.05 -0.5190
C 5.1034 3.8628 -3.3572 1.26 0.87 -0.08 -0.7121
H 3.9459 -3.3372 -2.5256 0.74 0.06 -0.38 0.4412
H 5.5982 -3.8072 -0.5708 -0.91 -0.28 0.41 0.3581
H 4.5367 -4.6048 1.5086 -0.51 -0.92 -0.83 0.2990
H 2.6248 -6.1223 1.4214 -0.81 0.76 -0.68 0.3996
H 1.4573 -6.5137 -3.0770 -0.08 0.22 0.00 0.2521
H 1.1123 -8.4496 -4.5739 -0.07 -0.16 0.78 0.3706
H -0.1876 -10.4370 -3.7002 -0.17 0.47 0.36 0.3412
H -1.7773 -9.9741 -1.7296 0.56 -0.22 -0.28 0.3237
H -1.7484 -8.0313 -0.5203 0.42 0.40 -0.40 0.5675
H -0.0962 -8.3965 0.9738 -0.47 0.53 -0.26 0.5516
H -0.8014 -8.6669 3.2120 0.46 0.59 0.28 0.3238
H -0.6561 -6.8348 4.8430 -0.07 0.60 -0.46 0.3726
H -0.0010 -4.4944 4.0327 0.43 -0.14 0.25 0.5232
H 0.6571 -4.2076 1.6990 -0.39 -0.60 0.20 0.4593
H -2.5980 -0.1979 -5.2759 -0.36 -0.40 0.36 0.3728
H -4.4331 -1.9198 -5.6751 0.14 0.16 0.25 0.3833
H -6.3714 -1.9626 -3.9316 0.66 0.73 -0.36 0.3515
H -6.3641 -0.1249 -2.3613 -0.62 -0.06 0.73 0.3392
H -4.8700 1.7803 1.7376 -0.67 -1.19 -0.42 0.3564
H -6.8419 0.4985 2.7508 0.28 -0.04 0.34 0.4309
H -7.1629 -1.9001 2.2260 0.11 0.52 -0.51 0.3159
H -6.0235 -2.9323 0.2104 0.21 0.22 0.41 0.4582
H -4.0454 -1.7162 -0.7326 -0.54 0.61 0.43 0.4370
H -3.4385 3.6454 -1.8115 -0.12 -0.17 0.64 0.4364
H -4.1541 5.7970 -0.7812 -0.66 -0.69 0.17 0.3900
H -6.4285 5.7332 0.4837 0.18 -0.41 -0.93 0.3295
H -7.9715 3.7771 0.0657 0.93 0.33 0.09 0.3336
H -7.0049 1.5952 -0.4117 0.75 0.61 -0.18 0.3592
H -0.3011 3.9520 -5.7350 -0.37 -0.07 -0.64 0.4842
H 0.1239 6.3785 -5.8051 -0.56 0.89 -0.52 0.4567
H 1.6830 7.4800 -4.2764 0.35 -0.38 -0.06 0.4249
H 3.4312 5.7988 -3.0308 -0.57 0.91 0.05 0.4592
H 0.2648 4.5807 -1.1808 -0.09 0.38 -0.36 0.7812
H 0.1061 7.1054 -0.7820 -0.04 -0.10 0.06 0.5297
H 2.0584 8.2531 0.3050 0.18 -0.79 -0.51 0.3679
H 4.1224 6.9279 0.7546 -0.45 0.05 -0.09 0.4470
H 4.3669 4.6357 0.0432 -0.45 0.29 -0.11 0.2323
H 5.0554 2.3266 -0.3542 -0.10 0.67 -0.17 0.4903
H 7.3616 3.4094 -0.2102 0.21 -0.43 0.35 0.4600
H 8.1677 4.6635 -2.2236 -0.05 0.18 0.54 0.3769
H 6.5909 5.2155 -4.0423 0.53 -0.89 0.07 0.3532
H 4.5375 3.7984 -4.2694 -0.31 0.72 -0.10 0.5585
Br 2.5166 -2.3415 9.8902 -0.10 -0.13 0.28 -0.1508
C 1.5706 -1.3647 8.6159 -1.01 3.48 0.64 -0.3107
C 1.3093 0.0299 8.8106 1.20 -0.65 2.25 0.4765
Br 1.8539 1.0003 10.4094 0.01 -1.33 0.35 -0.2422
C 0.9731 0.9041 7.8110 -0.09 0.06 -1.84 -0.5866
Br 0.8204 2.8046 8.1574 -0.16 -0.47 -0.99 -0.2165
C 0.9765 0.4517 6.4830 -0.45 -3.86 -0.55 0.1299
O 1.1602 1.1431 5.4376 -0.04 2.72 -3.20 -0.4310
C 0.9238 -1.0936 6.1033 1.02 2.13 5.09 0.4552
O 0.9424 -1.5706 4.9533 -0.33 0.84 -0.23 -0.6239
C 1.1624 -1.8283 7.4024 0.38 -1.24 -3.96 0.2527
Br 1.6453 -3.6302 7.0095 -0.20 -0.71 -0.16 -0.2285
Cl 3.5265 3.4815 3.3167 0.83 -1.97 -0.60 -0.1264
C 4.5184 1.9097 2.9722 -0.11 -0.16 -0.87 -0.3688
Cl 3.8834 0.2470 1.9884 0.28 1.91 0.91 -0.2833
H 4.8649 1.4766 3.9001 -0.17 0.18 0.14 0.3947
H 5.2869 2.1867 2.2534 -0.17 0.13 0.38 0.2173
O -1.3520 3.5465 3.5001 0.39 1.14 -0.16 -0.5694
H -1.5190 3.8018 4.4299 0.18 -0.29 -0.58 0.3110
H -1.2721 4.4074 3.0177 -0.21 -1.08 0.64 0.3049
O -0.6333 0.5834 -0.0290 0.52 -0.45 0.38 -0.5240
H 0.2019 0.8106 -0.4944 -1.00 -0.86 -0.15 0.2346
H -0.9579 -0.3304 -0.2475 0.92 1.36 -0.04 0.3057
```
Forces are in eV/Å.

No. 2
Below is a structure of composition C61H48FNO9Si2, with properties calculated with ωB97M-V/def2-TZVPD.

Computed properties:
E_tot: -102430.7424 eV
total charge: 0
Kohn-Sham gap: 7.1 eV
lowest unoccupied orbital energy: -1.10 eV

```
122
Properties=species:S:1:pos:R:3:forces:R:3:mulliken_charge:R:1
C 3.4329 -3.6775 0.5895 -0.07 -0.05 -0.03 -0.8609
N 2.4203 -3.9939 -0.4124 0.03 0.17 0.16 -0.3331
C 2.2761 -2.9392 -1.4304 0.02 -0.16 0.05 -0.6076
Si 1.0802 -1.5655 -0.9725 -0.16 -0.19 -0.19 0.1963
C -0.5884 -2.3566 -0.5822 0.31 0.12 0.04 -0.2424
C -0.8373 -2.9243 0.8116 -0.23 0.31 0.04 0.4891
C -0.1560 -2.2107 1.9552 -0.08 -0.20 0.19 -1.2200
F -0.4198 -4.2696 0.8325 0.02 -0.07 0.04 -0.4402
O 0.8689 -0.5574 -2.2854 0.39 0.08 0.26 -0.1954
Si 2.1346 0.4121 -2.7849 -0.28 -0.04 -0.33 0.5029
H 4.4231 -3.9411 0.2151 0.06 0.08 -0.03 0.2897
H 3.4476 -2.6189 0.8805 0.02 0.04 0.03 0.2713
H 3.2554 -4.2679 1.4877 0.00 -0.05 0.00 0.3511
H 1.5390 -4.1674 0.0541 -0.03 -0.07 -0.10 0.2827
H 1.9259 -3.3863 -2.3685 -0.01 0.02 -0.04 0.2232
H 3.2636 -2.5304 -1.6492 0.07 -0.02 -0.04 0.3793
H 1.6147 -0.7446 0.1440 -0.08 0.01 0.03 -0.1292
H -0.7009 -3.1776 -1.2960 -0.15 -0.01 -0.05 0.4906
H -1.3797 -1.6407 -0.8149 0.04 0.09 0.03 -0.1053
H -1.9126 -2.9343 1.0038 -0.04 -0.19 -0.06 0.3065
H -0.4966 -2.6301 2.9018 0.00 -0.01 0.02 0.4368
H 0.9269 -2.3253 1.9111 0.04 0.08 -0.08 0.2253
H -0.4122 -1.1521 1.9470 0.06 0.08 -0.05 0.2602
H 3.4022 -0.2111 -2.3594 0.00 0.08 0.09 -0.1688
H 2.0912 0.4851 -4.2585 -0.01 -0.01 0.01 -0.1919
H 2.0043 1.7759 -2.2351 -0.01 -0.03 0.09 -0.1897
C 10.3359 0.3981 -4.6788 0.00 0.00 0.00 -0.4652
C 9.3093 1.0899 -4.0452 0.00 0.00 0.00 -0.5279
C 8.0182 0.5921 -4.0679 0.03 0.04 0.03 -0.5717
C 7.7466 -0.5993 -4.7292 -0.02 -0.04 -0.02 0.1571
C 8.7757 -1.2901 -5.3715 -0.05 -0.02 -0.02 0.2622
C 10.0708 -0.7884 -5.3403 0.05 0.04 0.01 -0.5893
C 8.5127 -2.5629 -6.1053 -0.02 0.01 0.02 0.5116
O 9.4086 -3.1688 -6.6516 0.01 0.00 -0.02 -0.6725
C 7.1068 -3.0611 -6.1430 0.02 0.04 0.03 0.4282
C 6.8246 -4.2269 -6.8440 -0.03 -0.05 -0.02 -0.6680
C 5.5295 -4.7132 -6.8820 -0.01 0.00 0.00 -0.4549
C 4.5098 -4.0401 -6.2176 0.00 0.00 0.00 -0.6086
C 4.7845 -2.8771 -5.5199 -0.05 -0.04 -0.01 -0.5631
C 6.0821 -2.3816 -5.4823 0.05 0.03 0.00 0.1582
C 6.3503 -1.1218 -4.7307 -0.01 -0.05 0.00 0.4880
O 5.4612 -0.5467 -4.1402 -0.01 0.06 0.00 -0.5913
H 11.3450 0.7877 -4.6559 0.00 0.01 0.00 0.4024
H 9.5190 2.0193 -3.5325 0.01 0.00 0.01 0.4013
H 7.2087 1.1140 -3.5766 -0.03 -0.02 0.00 0.4862
H 10.8563 -1.3386 -5.8395 -0.02 -0.02 -0.02 0.4755
H 7.6300 -4.7402 -7.3507 0.03 0.02 0.01 0.4851
H 5.3112 -5.6207 -7.4292 0.00 -0.01 0.00 0.3897
H 3.4992 -4.4254 -6.2451 0.00 -0.01 0.00 0.4174
H 4.0037 -2.3399 -4.9988 0.02 0.03 0.01 0.6546
C -3.1074 6.4291 -0.1193 -0.03 0.01 0.01 -0.5837
C -4.3445 6.2044 0.4773 0.02 0.01 0.00 -0.5415
C -4.9641 4.9732 0.3517 0.02 0.02 0.03 -0.6130
C -4.3495 3.9587 -0.3746 -0.09 -0.08 0.00 0.2919
C -3.1160 4.1893 -0.9824 0.01 0.02 -0.05 0.3502
C -2.4961 5.4260 -0.8497 0.01 0.07 0.03 -0.6224
C -2.4255 3.1198 -1.7541 0.07 -0.07 0.05 0.4842
O -1.3371 3.3110 -2.2532 -0.05 0.00 -0.03 -0.6917
C -3.1021 1.7921 -1.8547 0.23 0.20 0.04 0.5203
C -2.4504 0.7759 -2.5366 0.17 -0.03 -0.05 -0.5337
C -3.0184 -0.4826 -2.6158 -0.15 0.02 0.02 -0.6338
C -4.2510 -0.7234 -2.0131 0.01 0.06 0.03 -0.3975
C -4.9019 0.2914 -1.3267 0.07 -0.15 -0.05 -0.9019
C -4.3262 1.5524 -1.2391 -0.22 0.11 0.13 0.1616
C -5.0165 2.6239 -0.4564 -0.01 -0.09 0.04 0.6593
O -6.0635 2.4118 0.1205 0.06 -0.01 -0.12 -0.7124
H -2.6195 7.3885 -0.0088 -0.01 0.01 0.00 0.4402
H -4.8225 6.9922 1.0445 0.00 0.00 0.01 0.4204
H -5.9207 4.7783 0.8164 -0.01 -0.03 0.00 0.4842
H -1.5310 5.5819 -1.3116 0.00 -0.05 -0.03 0.5049
H -1.4837 0.9960 -2.9692 -0.01 -0.08 -0.05 0.4885
H -2.5000 -1.2766 -3.1370 -0.01 0.00 -0.01 0.4182
H -4.6975 -1.7077 -2.0634 0.00 -0.01 0.01 0.4245
H -5.8500 0.1148 -0.8408 -0.04 0.03 0.01 0.6093
C 4.8464 6.2274 5.0598 0.00 0.00 0.00 -0.4778
C 3.9205 7.1030 5.6168 0.00 0.00 0.00 -0.4777
C 2.5738 6.9659 5.3291 0.04 0.03 0.04 -0.6238
C 2.1461 5.9542 4.4782 -0.03 -0.04 -0.02 0.1821
C 3.0762 5.0804 3.9130 -0.05 0.00 -0.03 0.2270
C 4.4263 5.2191 4.2101 0.05 0.02 0.02 -0.5525
C 2.6509 3.9964 2.9791 -0.02 0.00 0.01 0.4577
O 3.4580 3.2302 2.4994 0.01 0.00 -0.01 -0.6650
C 1.1983 3.8929 2.6567 0.02 0.04 0.04 0.2557
C 0.7779 2.9202 1.7576 -0.02 -0.04 -0.04 -1.0230
C -0.5661 2.8007 1.4505 -0.02 0.00 -0.01 -0.4552
C -1.4964 3.6471 2.0445 -0.05 -0.03 -0.04 -0.4851
C -1.0842 4.6210 2.9364 -0.02 -0.03 -0.03 -0.8525
C 0.2648 4.7502 3.2436 0.05 0.02 0.00 0.2339
C 0.6876 5.8197 4.1934 0.02 -0.02 -0.01 0.6181
O -0.1234 6.5560 4.7128 -0.01 0.02 0.00 -0.6664
H 5.8983 6.3344 5.2898 0.00 0.01 0.00 0.3946
H 4.2524 7.8931 6.2773 0.00 0.00 0.01 0.3972
H 1.8394 7.6340 5.7571 -0.03 -0.01 -0.01 0.4736
H 5.1320 4.5306 3.7663 -0.02 -0.02 -0.02 0.4763
H 1.5150 2.2701 1.3060 0.03 0.01 0.01 0.6762
H -0.8914 2.0487 0.7416 0.00 -0.01 0.00 0.7121
H -2.5466 3.5508 1.7995 -0.01 0.01 0.02 0.6393
H -1.7943 5.2928 3.3986 0.02 0.01 0.02 0.5040
C -4.0851 -6.1220 3.7451 0.02 0.03 -0.02 -0.6036
C -4.9080 -6.4360 4.8198 0.01 -0.02 0.02 -0.4458
C -6.0690 -5.7162 5.0402 0.00 -0.05 0.03 -0.6299
C -6.4113 -4.6740 4.1889 0.04 0.04 -0.08 0.3908
C -5.5780 -4.3495 3.1143 -0.07 -0.02 0.09 0.1769
C -4.4179 -5.0806 2.8948 0.10 -0.11 0.04 -0.6301
C -5.9067 -3.2245 2.1969 -0.02 0.01 0.01 0.4058
O -5.1771 -2.9408 1.2699 0.03 0.06 -0.08 -0.6620
C -7.1591 -2.4598 2.4611 0.01 -0.14 0.08 0.1186
C -7.4895 -1.4039 1.6265 -0.13 0.13 -0.06 -0.8000
C -8.6505 -0.6803 1.8470 0.06 -0.01 -0.06 -0.3917
C -9.4878 -1.0151 2.9028 -0.03 -0.02 0.04 -0.5517
C -9.1663 -2.0720 3.7388 -0.06 0.06 -0.02 -0.6597
C -8.0029 -2.7978 3.5233 0.07 0.02 -0.05 0.5193
C -7.6777 -3.9278 4.4378 -0.02 -0.02 0.04 0.5595
O -8.4168 -4.2330 5.3491 0.01 0.02 -0.01 -0.6703
H -3.1806 -6.6895 3.5708 0.01 0.00 0.00 0.4303
H -4.6422 -7.2466 5.4855 0.00 0.00 0.00 0.3972
H -6.7247 -5.9511 5.8671 -0.03 0.02 0.00 0.4793
H -3.7814 -4.8304 2.0573 -0.03 0.06 -0.02 0.5490
H -6.8318 -1.1628 0.8048 0.06 0.01 0.00 0.6515
H -8.9016 0.1445 1.1931 0.01 0.01 0.01 0.4707
H -10.3953 -0.4509 3.0730 0.00 0.01 0.00 0.3885
H -9.8081 -2.3481 4.5639 0.01 -0.02 0.02 0.4867
```
Forces are in eV/Å.